# C18H62O13

A 13-piece molecular cluster, C18H62O13 overall (ωB97M-V/def2-TZVPD, OMol25).

CARTESIAN COORDINATES (ANGSTROEM)
1 C -1.062 3.642 -4.590
2 C 0.185 2.787 -4.400
3 O 0.104 1.965 -3.244
4 H -1.324 4.263 -3.729
5 H -1.928 3.006 -4.774
6 H -0.947 4.340 -5.420
7 H 1.127 3.338 -4.418
8 H 0.166 2.159 -5.298
9 H 1.008 1.814 -2.922
10 C 1.980 -0.802 5.022
11 C 2.136 -0.482 3.553
12 O 0.849 -0.150 3.026
13 H 2.931 -1.047 5.497
14 H 1.366 -1.703 5.096
15 H 1.435 -0.069 5.616
16 H 2.486 -1.332 2.970
17 H 2.821 0.360 3.412
18 H 0.458 0.565 3.549
19 C 1.185 -2.301 -3.103
20 C 2.100 -2.667 -4.295
21 O 2.897 -3.766 -3.918
22 H 1.762 -2.039 -2.214
23 H 0.498 -3.101 -2.827
24 H 0.549 -1.426 -3.271
25 H 2.729 -1.805 -4.510
26 H 1.446 -2.844 -5.153
27 H 2.324 -4.501 -3.682
28 C -1.227 2.778 2.574
29 C -1.310 2.760 4.106
30 O -0.393 1.886 4.700
31 H -0.239 2.999 2.167
32 H -1.980 3.422 2.123
33 H -1.446 1.766 2.218
34 H -2.328 2.392 4.281
35 H -1.182 3.764 4.517
36 H -0.518 1.859 5.651
37 C -2.555 -3.439 -2.794
38 C -2.225 -2.550 -1.586
39 O -1.158 -3.167 -0.871
40 H -1.665 -3.666 -3.378
41 H -3.357 -3.001 -3.387
42 H -2.940 -4.404 -2.456
43 H -3.119 -2.439 -0.968
44 H -1.942 -1.545 -1.908
45 H -0.749 -2.521 -0.277
46 C 3.337 1.010 -3.218
47 O 2.567 1.557 -2.167
48 H 4.149 0.382 -2.850
49 H 2.697 0.390 -3.855
50 H 3.735 1.789 -3.871
51 H 2.984 1.232 -1.345
52 C 0.124 4.044 -0.689
53 O 0.422 5.179 0.074
54 H 0.039 4.266 -1.757
55 H 0.928 3.317 -0.592
56 H -0.839 3.652 -0.344
57 H -0.278 5.827 -0.032
58 C 0.621 -3.948 2.555
59 O 1.818 -4.527 2.946
60 H 0.104 -4.448 1.724
61 H -0.134 -3.959 3.342
62 H 0.698 -2.923 2.173
63 H 2.429 -4.494 2.205
64 C -3.183 1.665 -1.814
65 O -2.492 1.033 -2.884
66 H -2.796 1.366 -0.834
67 H -3.069 2.748 -1.901
68 H -4.227 1.360 -1.824
69 H -1.572 1.336 -2.927
70 C -3.459 -0.625 1.282
71 O -4.766 -0.196 0.933
72 H -3.466 -1.703 1.409
73 H -2.725 -0.343 0.524
74 H -3.116 -0.057 2.151
75 H -4.871 0.756 0.920
76 C 0.076 0.112 -0.332
77 O -0.312 -0.859 0.663
78 H -0.509 -0.016 -1.240
79 H -0.130 1.098 0.088
80 H 1.135 -0.018 -0.550
81 H 0.210 -0.718 1.470
82 C 4.294 -0.491 0.064
83 O 3.995 0.898 0.019
84 H 5.177 -0.781 -0.507
85 H 4.447 -0.829 1.093
86 H 3.416 -1.024 -0.302
87 H 4.708 1.343 0.486
88 C -1.665 -1.316 4.707
89 O -2.012 -2.314 5.664
90 H -1.194 -1.769 3.831
91 H -2.510 -0.720 4.358
92 H -0.919 -0.647 5.125
93 H -2.817 -2.732 5.344

Relative energy (zero: lowest compared OMol25 entry of this formula, charge and spin) = 120.4 kcal per mole
LUMO level = 0.214 eV
Total energy = -46284.667 eV
Frontier orbital gap = 9.640 eV
E_HOMO = -9.43 eV